Entry 1:
The following is a DFT calculation (ωB97M-V/def2-TZVPD) of a structure of composition C27H45Cl2CrOPS in a non-equilibrium geometry.

Summary:
Charge = -1
Max |F| = 1.4 eV/A
Orbital gap (alpha / beta) = 3.683 / 4.335 eV
HOMO energy (alpha / beta) = -0.0527 / -0.0767 Eh
Multiplicity = 4
Calculated total energy = -3835.55187 hartree

Geometry (Å):
P1 0.05901 -0.58628 0.69733
C1 1.39307 0.23167 1.70721
C2 2.03483 -0.64518 2.79266
C3 2.96212 0.20101 3.67615
C4 4.00130 0.97904 2.86243
C5 3.37455 1.77137 1.71023
C6 2.46577 0.89133 0.83824
C7 0.82335 -1.72724 -0.55482
C8 1.81652 -2.74976 0.00022
C9 2.17357 -3.75698 -1.10410
C10 2.68463 -3.07108 -2.37764
C11 1.75162 -1.95827 -2.87032
C12 1.40926 -0.96905 -1.75040
C13 -0.86144 -1.69189 1.87760
C14 -1.51513 -0.87350 2.99824
C15 -2.23183 -1.78031 4.00321
C16 -3.24895 -2.70876 3.33007
C17 -2.63571 -3.47812 2.15540
C18 -1.90653 -2.55949 1.16758
H1 0.80537 1.03609 2.19211
H2 2.60959 -1.45469 2.31937
H3 1.27551 -1.12594 3.42458
H4 3.45975 -0.44878 4.40637
H5 2.34772 0.91215 4.24548
H6 4.54859 1.65885 3.52362
H7 4.73369 0.27235 2.45254
H8 2.77579 2.59608 2.12150
H9 4.15963 2.21686 1.08716
H10 2.00816 1.48739 0.03762
H11 3.07756 0.11554 0.35250
H12 -0.06723 -2.25762 -0.93151
H13 1.27346 -4.33807 -1.34578
H14 1.40576 -3.28157 0.87294
H15 2.73255 -2.23852 0.33755
H16 2.92318 -4.46289 -0.72756
H17 2.81983 -3.81724 -3.16812
H18 3.67422 -2.63997 -2.17555
H19 2.20846 -1.42124 -3.71169
H20 0.81571 -2.40067 -3.24146
H21 0.69417 -0.21847 -2.11111
H22 2.30974 -0.41570 -1.44944
H23 -0.08495 -2.35144 2.30734
H24 -0.78682 -0.24324 3.52930
H25 -2.23412 -0.17401 2.55026
H26 -1.47858 -2.39001 4.52056
H27 -2.72525 -1.16146 4.76188
H28 -4.09727 -2.11455 2.96601
H29 -3.64563 -3.41303 4.06954
H30 -3.41405 -4.03785 1.62403
H31 -1.92029 -4.21412 2.54496
H32 -1.45383 -3.16573 0.37088
H33 -2.62708 -1.90013 0.66486
Cr1 -1.47774 0.98502 -0.36334
Cl1 -2.16042 -0.75064 -1.69907
Cl2 -1.60349 2.15304 1.55213
C19 -0.04941 2.07313 -1.10840
H34 0.40567 2.77118 -0.37687
C20 0.22855 2.42576 -2.45880
C21 -0.30569 1.64462 -3.52575
C22 0.10739 1.86473 -4.83166
C23 1.00547 2.90030 -5.12673
C24 1.48387 3.73310 -4.09786
C25 1.10589 3.51107 -2.78269
H35 -1.01829 0.84675 -3.29164
H36 -0.27909 1.22311 -5.62613
H37 2.15934 4.55841 -4.33935
H38 1.48890 4.14129 -1.97575
H39 1.32852 3.06126 -6.15711
C26 -4.18646 3.56846 -2.68195
S1 -3.58464 3.28375 -1.00544
C27 -5.10306 3.30211 -0.04260
O1 -3.20886 1.80062 -1.07251
H40 -4.71691 4.52252 -2.73575
H41 -4.83248 2.72918 -2.94956
H42 -3.30352 3.59489 -3.33387
H43 -5.76590 2.51491 -0.40677
H44 -4.82924 3.12289 1.00379
H45 -5.56170 4.29163 -0.14632

Entry 2:
The following is a DFT calculation (ωB97M-V/def2-TZVPD) of a structure of composition C27H45Cl2OPPb in a non-equilibrium geometry.

Summary:
Charge = 0
Max |F| = 2.6 eV/A
Orbital gap (alpha / beta) = 4.211 / 4.209 eV
HOMO energy (alpha / beta) = -0.2473 / -0.2473 Eh
Calculated total energy = -2585.61100 hartree

Geometry (Å):
P1 1.43035 0.27446 -0.02832
C1 1.34208 2.11549 -0.02247
C2 2.63005 2.85697 -0.37721
C3 2.42966 4.35459 -0.09182
C4 1.20576 4.94432 -0.80514
C5 -0.07009 4.12188 -0.58542
C6 0.16161 2.63440 -0.86299
C7 1.43318 -0.44542 -1.73507
C8 2.61211 -0.05248 -2.61965
C9 2.59906 -0.91436 -3.89649
C10 1.24755 -0.93154 -4.62437
C11 0.04547 -1.15241 -3.69466
C12 0.09642 -0.23943 -2.46810
C13 2.95232 -0.31495 0.84306
C14 2.92142 0.25753 2.27913
C15 3.92917 -0.40315 3.23359
C16 3.87834 -1.93344 3.17897
C17 4.04036 -2.45977 1.74998
C18 3.02634 -1.85489 0.76952
H1 1.11124 2.31747 1.04616
H2 2.86478 2.70180 -1.44063
H3 3.47864 2.46911 0.20227
H4 3.33354 4.90821 -0.36759
H5 2.29075 4.47794 0.99035
H6 1.03758 5.97062 -0.46013
H7 1.41122 4.99812 -1.88307
H8 -0.39750 4.23073 0.45640
H9 -0.87988 4.49073 -1.22398
H10 -0.75224 2.05870 -0.65495
H11 0.40022 2.50921 -1.92843
H12 1.49947 -1.52572 -1.50327
H13 2.84764 -1.94565 -3.61046
H14 3.56284 -0.19205 -2.08454
H15 2.54481 1.01428 -2.88469
H16 3.38511 -0.56802 -4.57865
H17 1.25783 -1.72143 -5.38567
H18 1.11684 0.01941 -5.15731
H19 -0.89225 -0.98537 -4.24020
H20 0.04063 -2.19281 -3.34005
H21 -0.74210 -0.46130 -1.79462
H22 0.00800 0.80462 -2.79550
H23 3.81358 0.11514 0.29379
H24 3.11780 1.34128 2.24873
H25 1.90713 0.12388 2.69306
H26 4.93838 -0.05909 2.97363
H27 3.72248 -0.05895 4.25461
H28 2.90797 -2.26851 3.57375
H29 4.65629 -2.35328 3.82288
H30 3.94288 -3.55139 1.74014
H31 5.04904 -2.22170 1.39101
H32 3.30800 -2.15996 -0.25142
H33 2.02547 -2.28937 0.94197
Pb1 -2.28795 -2.62361 1.63969
Cl1 -0.40186 -3.26751 -0.05011
Cl2 -0.72113 -1.18026 3.06437
C19 -2.66235 -0.70286 0.50675
H34 -2.21417 0.21539 0.90637
C20 -3.48627 -0.62010 -0.62833
C21 -3.63860 -1.74698 -1.52586
C22 -4.63782 -1.76194 -2.48836
C23 -5.46264 -0.63721 -2.67612
C24 -5.25325 0.52278 -1.90333
C25 -4.27552 0.55643 -0.92359
H35 -2.95387 -2.59314 -1.40670
H36 -4.78658 -2.65328 -3.10220
H37 -5.88147 1.40135 -2.08130
H38 -4.11398 1.45352 -0.32124
H39 -6.25110 -0.66273 -3.42642
C26 -5.99603 -1.86668 5.25221
C27 -4.79664 -1.43853 4.42992
O1 -4.09971 -2.55987 3.85608
H40 -6.63964 -2.56096 4.70924
H41 -6.59901 -0.98738 5.49819
H42 -5.68965 -2.33940 6.18857
H43 -5.09352 -0.83236 3.56946
H44 -4.08403 -0.85938 5.03163
H45 -3.80051 -3.10973 4.59491

Entry 3:
The following is a DFT calculation (ωB97M-V/def2-TZVPD) of a structure of composition C27H45Cl3GeNOPPt in a non-equilibrium geometry.

Summary:
Charge = +1
Max |F| = 3.6 eV/A
Orbital gap (alpha / beta) = 7.213 / 6.167 eV
HOMO energy (alpha / beta) = -0.3388 / -0.4520 Eh
Multiplicity = 4
Calculated total energy = -5103.71590 hartree

Geometry (Å):
Pt1 5.34611 -13.74582 12.01974
C1 7.71109 -13.41838 14.22434
N1 6.29590 -13.55737 14.23932
C2 5.58467 -12.38819 14.78426
C3 5.96961 -14.81801 14.89167
C4 5.97902 -15.94633 13.82779
C5 6.14995 -17.26450 14.17787
C6 6.51113 -18.21820 13.27666
C7 6.42155 -17.90932 11.91644
C8 5.92016 -16.67272 11.52247
C9 5.84103 -15.61393 12.45223
H1 8.19188 -13.10640 15.14596
H2 8.04702 -12.59128 13.58580
H3 8.23002 -14.32692 13.96132
H4 5.94112 -12.22393 15.79687
H5 4.56365 -12.61067 14.80652
H6 5.75692 -11.52061 14.05601
H7 4.90957 -14.75719 15.33200
H8 6.78565 -15.09063 15.61927
H9 6.24708 -17.53942 15.24484
H10 6.72730 -19.26945 13.67809
H11 6.86010 -18.59532 11.18415
H12 5.53510 -16.50587 10.52662
Cl1 2.64971 -15.70974 10.33791
Ge1 3.15465 -14.37973 11.99751
Cl2 2.60861 -15.62931 13.67267
Cl3 1.91654 -12.58735 11.88566
O1 5.87332 -11.87063 11.54727
P1 6.41161 -11.47038 10.16828
C10 5.45442 -12.48568 8.89365
C11 6.02447 -12.61643 7.49198
C12 4.96354 -12.96225 6.40910
C13 3.73877 -13.70116 7.03486
C14 3.03009 -12.90307 8.12428
C15 4.00009 -12.00579 8.85180
C16 8.30476 -11.84257 10.01016
C17 9.23748 -10.97482 9.08567
C18 10.69204 -11.22346 9.30886
C19 11.01377 -12.76047 9.36418
C20 9.77099 -13.57871 9.01594
C21 8.66858 -13.34359 9.98477
C22 6.15977 -9.62648 10.29053
C23 6.39324 -8.86187 9.08022
C24 5.95556 -7.41000 9.30992
C25 6.66162 -6.68720 10.45967
C26 7.44691 -7.65898 11.38577
C27 6.82328 -9.03547 11.61291
H13 5.53007 -13.49749 9.37685
H14 6.80782 -13.40222 7.56540
H15 6.54303 -11.72533 7.08905
H16 5.36433 -13.59755 5.57567
H17 4.55294 -11.99945 6.03147
H18 4.26526 -14.60493 7.39066
H19 2.97737 -14.09899 6.33793
H20 2.55819 -13.68201 8.83986
H21 2.06385 -12.43961 7.80694
H22 3.68649 -11.93536 9.90816
H23 4.00736 -10.95883 8.39120
H24 8.59012 -11.44523 10.97217
H25 8.94500 -9.92606 9.32713
H26 8.93316 -11.08130 8.01729
H27 10.89853 -10.75908 10.25039
H28 11.35849 -10.68918 8.50357
H29 11.30810 -13.06273 10.40280
H30 11.83881 -13.06904 8.59737
H31 10.02759 -14.63633 8.90505
H32 9.42869 -13.21626 8.04661
H33 9.01591 -13.70178 10.95237
H34 7.74056 -13.91046 9.72186
H35 4.99380 -9.57906 10.40234
H36 5.92124 -9.36431 8.15436
H37 7.48713 -8.83042 8.90340
H38 4.84767 -7.24440 9.43215
H39 6.11640 -6.83793 8.38311
H40 5.89380 -6.25985 11.16495
H41 7.20645 -5.78829 10.06879
H42 7.57425 -7.17623 12.36400
H43 8.47988 -7.84097 11.05357
H44 5.96449 -8.88963 12.38604
H45 7.59002 -9.72362 11.96240